1.
255
Properties=species:S:1:pos:R:3 method="wB97M-V/def2-TZVPD" energy_ev=-117947.7488 total_charge=0 relative_energy_kj_mol=613.6
C -4.263 4.067 3.925
C -4.200 3.575 2.488
C -2.834 3.843 1.842
O -2.630 5.294 1.789
C -3.556 6.127 1.104
N -4.552 2.137 2.515
H -3.949 5.092 4.122
H -3.726 3.512 4.694
H -5.326 4.048 4.164
H -4.927 4.153 1.918
H -2.718 3.430 0.840
H -1.995 3.402 2.379
H -3.665 5.861 0.052
H -3.251 7.164 1.244
H -4.505 6.055 1.635
H -5.253 1.917 3.208
H -3.759 1.698 2.962
C -0.842 2.309 6.244
C -1.356 0.898 5.833
C -2.793 0.616 6.319
O -2.932 0.666 7.724
C -2.319 -0.419 8.454
N -1.353 0.895 4.364
H -1.020 2.343 7.318
H -1.478 3.082 5.813
H 0.223 2.482 6.091
H -0.693 0.147 6.262
H -3.118 -0.361 5.961
H -3.507 1.350 5.945
H -2.555 -1.417 8.084
H -2.571 -0.269 9.504
H -1.242 -0.290 8.349
H -1.451 -0.064 4.063
H -0.385 1.093 4.152
C 2.276 -0.322 6.873
C 3.592 -0.983 6.725
C 3.490 -2.256 5.883
O 2.662 -3.218 6.521
C 2.439 -4.456 5.889
N 4.400 -0.002 6.037
H 2.290 0.311 7.760
H 1.429 -0.944 7.165
H 1.945 0.312 6.051
H 4.081 -1.210 7.672
H 4.476 -2.720 5.888
H 3.007 -2.053 4.927
H 3.364 -4.943 5.580
H 1.896 -4.250 4.967
H 1.867 -5.166 6.486
H 5.348 -0.263 5.805
H 4.640 0.721 6.700
C 2.005 -2.166 -4.163
C 2.921 -1.755 -2.959
C 4.353 -1.941 -3.552
O 4.615 -3.312 -4.033
C 5.849 -3.567 -4.773
N 2.689 -0.389 -2.664
H 0.995 -2.314 -3.780
H 2.176 -3.147 -4.604
H 1.983 -1.423 -4.961
H 2.726 -2.328 -2.052
H 5.016 -1.682 -2.726
H 4.513 -1.211 -4.345
H 5.999 -2.885 -5.609
H 5.883 -4.538 -5.268
H 6.700 -3.435 -4.104
H 3.257 0.041 -1.948
H 2.736 0.285 -3.416
C 4.545 -3.666 2.972
C 5.000 -3.857 1.467
C 4.695 -2.617 0.642
O 5.359 -1.390 1.112
C 4.886 -0.186 0.606
N 6.357 -4.204 1.528
H 4.679 -4.521 3.634
H 3.473 -3.484 3.051
H 5.083 -2.892 3.518
H 4.366 -4.693 1.171
H 3.608 -2.550 0.590
H 4.966 -2.759 -0.404
H 4.986 -0.178 -0.479
H 5.418 0.682 0.996
H 3.839 -0.091 0.897
H 6.488 -4.951 2.194
H 6.893 -3.479 1.983
C -4.193 -2.356 0.021
C -5.363 -2.023 -0.963
C -6.748 -1.617 -0.466
O -7.616 -1.784 -1.551
C -8.931 -1.324 -1.353
N -4.762 -0.889 -1.728
H -4.045 -1.517 0.701
H -3.211 -2.473 -0.436
H -4.400 -3.299 0.527
H -5.475 -2.786 -1.733
H -6.678 -0.629 -0.011
H -7.138 -2.222 0.353
H -9.640 -1.668 -2.105
H -8.890 -0.235 -1.369
H -9.380 -1.595 -0.397
H -5.388 -0.719 -2.502
H -4.860 -0.038 -1.192
C -0.925 -5.099 -0.624
C 0.496 -4.878 -1.097
C 1.546 -5.727 -0.275
O 1.516 -5.493 1.078
C 2.224 -6.472 1.810
N 0.616 -5.149 -2.515
H -1.655 -4.603 -1.264
H -1.018 -4.709 0.389
H -1.154 -6.161 -0.531
H 0.687 -3.816 -0.942
H 2.561 -5.646 -0.665
H 1.350 -6.778 -0.489
H 2.098 -6.213 2.861
H 3.276 -6.514 1.529
H 1.697 -7.397 1.578
H 1.516 -4.809 -2.823
H 0.006 -4.500 -2.991
C 3.718 3.050 -1.071
C 4.841 3.004 -2.060
C 6.277 3.344 -1.435
O 7.311 3.084 -2.458
C 7.532 4.105 -3.401
N 4.896 1.631 -2.499
H 3.414 3.968 -0.569
H 3.943 2.478 -0.170
H 2.796 2.628 -1.471
H 4.620 3.565 -2.968
H 6.509 2.730 -0.565
H 6.452 4.391 -1.186
H 6.693 4.372 -4.044
H 8.221 3.772 -4.177
H 7.876 5.060 -3.005
H 5.741 1.612 -3.052
H 4.239 1.526 -3.259
C -1.819 -2.480 -2.997
C -2.045 -1.109 -3.706
C -3.159 -1.183 -4.757
O -2.740 -2.163 -5.742
C -3.292 -1.980 -6.988
N -2.263 -0.009 -2.743
H -0.979 -2.325 -2.319
H -1.568 -3.396 -3.530
H -2.661 -2.787 -2.376
H -1.130 -0.969 -4.283
H -3.390 -0.206 -5.180
H -4.059 -1.520 -4.242
H -3.088 -2.865 -7.590
H -2.858 -1.142 -7.533
H -4.371 -1.826 -6.944
H -2.714 0.784 -3.177
H -3.034 -0.360 -2.192
C -5.962 2.735 -2.996
C -5.472 3.014 -1.561
C -6.419 4.015 -0.867
O -7.755 3.610 -0.741
C -8.641 4.354 0.096
N -5.366 1.770 -0.818
H -5.233 2.096 -3.493
H -6.023 3.661 -3.567
H -6.980 2.349 -2.943
H -4.461 3.411 -1.647
H -6.422 4.909 -1.491
H -6.090 4.245 0.146
H -8.838 5.297 -0.415
H -8.218 4.436 1.097
H -9.668 4.011 0.220
H -5.025 1.903 0.123
H -6.358 1.604 -0.726
C 1.933 2.184 -6.915
C 3.030 1.609 -5.998
C 4.474 2.009 -6.379
O 4.876 1.600 -7.704
C 6.041 2.330 -8.056
N 2.666 1.933 -4.613
H 1.796 3.252 -6.745
H 0.984 1.687 -6.711
H 2.106 2.178 -7.991
H 3.001 0.525 -6.109
H 5.013 1.586 -5.531
H 4.388 3.080 -6.198
H 6.295 2.059 -9.080
H 6.833 2.022 -7.374
H 5.915 3.413 -8.046
H 1.677 1.751 -4.515
H 2.705 2.939 -4.529
C -0.184 4.025 -3.082
C -0.999 3.082 -3.842
C -1.707 3.615 -5.156
O -2.497 2.504 -5.594
C -3.378 2.820 -6.658
N -0.089 1.996 -4.180
H 0.484 4.514 -3.791
H 0.443 3.669 -2.265
H -0.826 4.846 -2.764
H -1.834 2.821 -3.193
H -0.978 4.060 -5.833
H -2.285 4.497 -4.879
H -2.777 3.196 -7.485
H -4.241 3.450 -6.443
H -3.768 1.834 -6.911
H 0.150 1.557 -3.303
H -0.735 1.370 -4.639
C -2.764 -2.828 4.071
C -1.979 -3.298 5.299
C -1.654 -4.807 5.109
O -0.887 -5.186 4.016
C -1.149 -6.532 3.562
N -0.746 -2.522 5.438
H -2.312 -3.076 3.110
H -2.919 -1.750 4.124
H -3.719 -3.354 4.074
H -2.493 -3.243 6.259
H -2.622 -5.308 5.107
H -1.214 -5.221 6.017
H -1.197 -7.309 4.325
H -0.505 -6.823 2.732
H -2.106 -6.545 3.040
H -0.013 -2.934 4.879
H -0.562 -2.718 6.412
C -0.823 1.452 0.351
C 0.335 0.617 -0.197
C 0.302 -0.916 0.179
O 0.748 -1.115 1.512
C 0.771 -2.527 1.817
N 0.252 0.735 -1.578
H -0.666 2.524 0.236
H -0.799 1.397 1.440
H -1.800 1.232 -0.079
H 1.346 0.972 0.001
H 0.783 -1.527 -0.585
H -0.766 -1.135 0.198
H 1.575 -3.108 1.366
H -0.230 -2.938 1.681
H 0.948 -2.581 2.891
H -0.613 0.378 -1.960
H 0.874 0.023 -1.935
C 3.537 2.075 3.115
C 2.065 2.440 3.468
C 1.393 3.293 2.354
O 2.087 4.552 2.293
C 1.563 5.427 1.264
N 1.436 1.162 3.572
H 4.024 1.412 3.830
H 4.060 3.021 2.970
H 3.572 1.699 2.093
H 1.962 2.844 4.475
H 0.322 3.404 2.527
H 1.558 2.840 1.377
H 2.183 6.321 1.325
H 0.576 5.762 1.585
H 1.542 5.018 0.254
H 2.056 0.532 4.060
H 1.305 0.711 2.677

***

2.
19
Properties=species:S:1:pos:R:3 method="wB97M-V/def2-TZVPD" multiplicity=2 energy_ev=-9362.3029 total_charge=+1 relative_energy_kj_mol=11.1
C 1.550 1.999 -1.051
C 1.380 0.989 0.137
C 0.020 0.422 0.082
C -0.243 -0.868 -0.424
N 0.837 -1.678 -0.725
N -0.980 1.151 0.562
H 2.227 1.562 -1.778
H 0.607 2.213 -1.547
H 1.917 2.959 -0.700
H 2.123 0.197 0.069
H 1.649 1.457 1.051
H -1.194 -1.329 -0.641
H 0.578 -2.650 -0.556
H 1.279 -1.674 -1.645
H -1.871 0.702 0.729
H -0.785 1.917 1.195
H -2.985 -1.718 1.434
H -2.721 -3.101 2.112
O -3.388 -2.549 1.697

***

3.
153
Properties=species:S:1:pos:R:3 method="wB97M-V/def2-TZVPD" energy_ev=-70771.0848 total_charge=0 relative_energy_kj_mol=118.2
C -0.242 5.433 -2.427
C -1.273 4.998 -1.405
C -1.156 5.746 -0.100
O 0.114 5.435 0.443
C 0.241 5.851 1.779
N -2.587 5.250 -2.009
H 0.791 5.373 -2.082
H -0.412 6.442 -2.809
H -0.312 4.790 -3.313
H -1.112 3.924 -1.237
H -1.968 5.464 0.584
H -1.191 6.833 -0.259
H 0.069 6.932 1.870
H 1.251 5.614 2.106
H -0.475 5.344 2.440
H -3.369 4.933 -1.447
H -2.608 4.685 -2.854
C -1.413 1.523 -2.853
C -2.740 1.590 -2.134
C -3.884 1.852 -3.093
O -3.622 2.983 -3.901
C -4.691 3.324 -4.756
N -2.920 0.309 -1.409
H -1.382 0.807 -3.674
H -0.601 1.278 -2.162
H -1.123 2.506 -3.235
H -2.735 2.381 -1.380
H -4.831 1.998 -2.549
H -4.037 0.989 -3.766
H -4.411 4.215 -5.304
H -5.633 3.393 -4.199
H -4.850 2.498 -5.467
H -3.076 -0.412 -2.116
H -3.804 0.317 -0.903
C -7.765 -2.093 -2.858
C -6.382 -2.405 -2.332
C -6.304 -3.771 -1.667
O -5.012 -4.094 -1.222
C -4.510 -3.366 -0.121
N -5.416 -2.310 -3.454
H -7.795 -1.076 -3.245
H -8.508 -2.151 -2.060
H -8.018 -2.793 -3.657
H -6.054 -1.652 -1.609
H -6.572 -4.556 -2.381
H -7.036 -3.848 -0.846
H -4.455 -2.294 -0.343
H -3.475 -3.667 0.032
H -5.098 -3.535 0.784
H -4.552 -2.773 -3.177
H -5.757 -2.913 -4.202
C -0.661 -2.226 -0.719
C -0.617 -1.205 0.408
C 0.344 -0.068 0.099
O 0.275 0.882 1.149
C -0.018 2.192 0.701
N -1.979 -0.712 0.653
H -1.484 -1.932 -1.374
H -0.792 -3.248 -0.375
H 0.248 -2.183 -1.324
H -0.299 -1.706 1.330
H 0.109 0.364 -0.883
H 1.384 -0.418 0.024
H -0.967 2.253 0.156
H 0.798 2.621 0.115
H -0.148 2.779 1.613
H -2.343 -0.327 -0.218
H -1.945 0.060 1.312
C -0.359 -4.644 2.628
C 1.040 -4.964 3.118
C 2.118 -4.216 2.348
O 2.027 -4.491 0.971
C 2.449 -3.430 0.180
N 1.147 -4.783 4.554
H -0.541 -4.935 1.595
H -0.561 -3.566 2.696
H -1.080 -5.137 3.280
H 1.211 -6.023 2.879
H 3.116 -4.492 2.725
H 2.044 -3.132 2.534
H 2.266 -3.523 -0.890
H 3.497 -3.161 0.369
H 1.859 -2.531 0.432
H 1.088 -3.795 4.814
H 2.060 -5.101 4.860
C -1.639 -4.574 -2.893
C -2.433 -5.604 -3.660
C -1.627 -6.783 -4.166
O -0.683 -6.309 -5.082
C 0.115 -7.345 -5.624
N -3.636 -6.082 -2.919
H -0.953 -4.996 -2.159
H -2.310 -3.827 -2.466
H -1.035 -3.996 -3.603
H -2.900 -5.169 -4.554
H -2.278 -7.547 -4.605
H -1.115 -7.238 -3.296
H -0.488 -7.979 -6.284
H 0.492 -7.974 -4.806
H 0.956 -6.911 -6.154
H -3.323 -6.649 -2.133
H -4.017 -5.240 -2.486
C 5.114 3.173 4.717
C 3.998 4.175 4.399
C 2.661 3.493 4.312
O 2.607 2.362 3.471
C 2.973 2.597 2.133
N 3.919 5.256 5.401
H 5.155 2.378 3.972
H 4.971 2.747 5.711
H 6.081 3.681 4.696
H 4.232 4.701 3.469
H 1.865 4.209 4.058
H 2.361 3.122 5.300
H 4.055 2.716 2.044
H 2.423 3.454 1.720
H 2.634 1.772 1.508
H 4.868 5.625 5.448
H 3.813 4.849 6.330
C -1.091 -0.864 4.867
C 0.177 -0.032 4.971
C 1.398 -0.808 4.503
O 1.673 -1.988 5.259
C 2.116 -1.752 6.566
N 0.016 1.187 4.162
H -1.917 -0.327 5.337
H -0.973 -1.786 5.443
H -1.381 -1.087 3.838
H 0.266 0.278 6.016
H 2.315 -0.210 4.467
H 1.186 -1.169 3.490
H 2.332 -2.705 7.045
H 1.353 -1.265 7.192
H 2.992 -1.090 6.599
H 0.913 1.681 4.097
H -0.114 0.908 3.190
C 8.115 3.957 -2.325
C 7.414 2.630 -2.192
C 5.924 2.833 -2.070
O 5.652 3.520 -0.873
C 4.305 3.861 -0.731
N 7.755 1.770 -3.352
H 8.018 4.584 -1.438
H 7.707 4.548 -3.154
H 9.183 3.817 -2.504
H 7.743 2.151 -1.265
H 5.363 1.883 -2.059
H 5.576 3.364 -2.974
H 4.221 4.529 0.129
H 3.671 2.990 -0.518
H 3.912 4.415 -1.591
H 6.932 1.199 -3.541
H 7.802 2.388 -4.160